(1)
ORCA calculation (wB97M-V/def2-TZVPD) on one molecule with the formula CH2ClI in a non-equilibrium geometry.

```
5
Properties=species:S:1:pos:R:3:forces:R:3
I 2.692 0.140 -0.050 -2.287 0.325 -0.275
Cl -0.251 2.107 -0.012 0.133 0.083 0.033
C 0.224 0.456 -0.018 1.768 -0.551 -0.113
H -0.269 -0.090 -0.823 0.658 0.088 -0.041
H 0.132 -0.031 0.930 -0.271 0.055 0.396
```
Positions in Å, forces in eV/Å.

SMILES: ClCI
HOMO-LUMO gap: 8.7 eV
largest force on an atom: 2.33 eV/A
energy above the lowest of the compared OMol25 structures with the same formula, charge and spin: 31.4 kJ/mol
lowest unoccupied orbital energy: -1.0 eV

(2)
ORCA calculation (wB97M-V/def2-TZVPD) on one molecule with the formula CH2ClI in a non-equilibrium geometry.

```
5
Properties=species:S:1:pos:R:3:forces:R:3
I -0.939 -0.312 -0.028 0.756 -0.463 0.325
Cl -3.567 0.830 0.027 0.782 -0.086 -0.191
C 1.175 -0.354 0.080 -2.209 -1.110 -2.559
H 1.517 0.358 0.712 1.185 1.875 2.329
H 1.815 -0.521 -0.792 -0.514 -0.217 0.095
```
Positions in Å, forces in eV/Å.

HOMO-LUMO gap (spin up / spin down): 8.5 / 5.9 eV
largest force on an atom: 3.56 eV/A
energy above the lowest of the compared OMol25 structures with the same formula, charge and spin: 295.7 kJ/mol
lowest unoccupied orbital energy (spin up / spin down): -1.7 / -3.5 eV

(3)
ORCA calculation (wB97M-V/def2-TZVPD) on an isolated ion of composition CH2ClN2O2 and charge -1 in a non-equilibrium geometry.

```
8
Properties=species:S:1:pos:R:3:forces:R:3
Cl -1.487 -1.641 -0.118 0.159 -0.423 -0.344
O 2.447 0.285 0.359 2.169 -0.018 0.674
O 1.179 -0.147 -1.303 -0.957 -0.346 0.225
N 1.323 0.099 -0.072 -0.119 0.845 -1.052
N 0.381 0.305 0.789 -4.058 -1.211 -0.015
C -1.017 0.069 0.189 1.396 2.539 0.638
H -0.947 0.677 -0.816 -1.000 -1.438 1.742
H -1.880 0.351 0.972 2.411 0.052 -1.867
```
Positions in Å, forces in eV/Å.

SMILES: [O-][N+]([O-])=NCCl
HOMO-LUMO gap: 8.3 eV
largest force on an atom: 4.24 eV/A
energy above the lowest of the compared OMol25 structures with the same formula, charge and spin: 118.4 kJ/mol
lowest unoccupied orbital energy: 3.9 eV
total charge: -1

(4)
ORCA calculation (wB97M-V/def2-TZVPD) on CH2ClNO2S as an isolated structure in a non-equilibrium geometry.

```
8
Properties=species:S:1:pos:R:3:forces:R:3
Cl -1.296 -0.560 -1.801 -1.036 0.696 0.297
S 0.897 -1.701 -0.948 2.555 3.470 3.464
O 0.396 -2.339 0.259 0.067 -0.135 -1.336
O 1.622 -0.406 -0.577 -1.810 -3.680 -1.795
N -0.647 1.337 0.314 1.569 0.689 3.454
C -0.070 1.541 1.309 -2.792 -0.853 -4.823
H 0.406 1.824 2.166 1.122 0.414 1.822
H -1.308 0.304 -0.722 0.324 -0.602 -1.084
```
Positions in Å, forces in eV/Å.

HOMO-LUMO gap: 10.2 eV
largest force on an atom: 5.64 eV/A
energy above the lowest of the compared OMol25 structures with the same formula, charge and spin: 172.9 kJ/mol
lowest unoccupied orbital energy: -0.6 eV

(5)
ORCA calculation (wB97M-V/def2-TZVPD) on a 2-piece molecular cluster, CH2ClNS overall.

```
6
Properties=species:S:1:pos:R:3:forces:R:3
Cl -0.523 1.627 -1.016 -0.031 -0.925 -0.134
S 1.887 0.143 1.473 0.743 0.523 -0.338
N -0.758 -0.058 -0.611 0.119 -0.182 0.497
C 0.774 -0.627 2.141 -0.646 -0.509 0.440
H -1.463 -0.485 -1.192 -0.379 0.508 -0.394
H 0.084 -0.599 -0.795 0.194 0.583 -0.071
```
Positions in Å, forces in eV/Å.

HOMO-LUMO gap: 9.9 eV
largest force on an atom: 0.97 eV/A
energy above the lowest of the compared OMol25 structures with the same formula, charge and spin: 299.9 kJ/mol
lowest unoccupied orbital energy: 0.1 eV

(6)
ORCA calculation (wB97M-V/def2-TZVPD) on a 2-piece molecular cluster, CH2ClO2P overall in a non-equilibrium geometry.

```
7
Properties=species:S:1:pos:R:3:forces:R:3
Cl 1.648 -2.038 -0.027 -0.079 0.081 0.228
P -1.621 -0.159 -0.809 0.067 -0.674 -0.327
O -2.278 -1.381 0.261 -0.468 1.077 0.624
O -1.594 0.521 0.742 -0.994 -0.062 1.266
C -2.212 -0.524 1.275 1.686 0.375 -5.098
H 0.933 -1.375 0.814 0.144 -0.114 -0.235
H -2.249 -0.777 2.241 -0.355 -0.684 3.543
```
Positions in Å, forces in eV/Å.

SMILES: O1C2OP12.Cl
HOMO-LUMO gap (spin up / spin down): 7.9 / 7.9 eV
largest force on an atom: 5.38 eV/A
energy above the lowest of the compared OMol25 structures with the same formula, charge and spin: 227.8 kJ/mol
lowest unoccupied orbital energy (spin up / spin down): 0.2 / 0.2 eV

(7)
ORCA calculation (wB97M-V/def2-TZVPD) on an isolated ion of composition CH2ClO2S and charge -1 in a non-equilibrium geometry.

```
7
Properties=species:S:1:pos:R:3:forces:R:3
Cl 2.144 1.724 1.436 -0.034 -0.203 -0.233
S 0.856 1.597 -0.521 1.660 -0.683 -1.763
O 1.855 1.609 -1.573 -0.125 -0.741 0.522
O 0.229 2.858 -0.369 -1.535 0.932 0.707
C -0.082 0.192 -0.395 2.347 -0.221 0.646
H 0.709 -0.667 -0.416 -1.334 1.436 -0.215
H -0.276 0.349 0.666 -0.978 -0.521 0.334
```
Positions in Å, forces in eV/Å.

SMILES: C=[S@](=O)([O-])Cl
HOMO-LUMO gap: 8.7 eV
largest force on an atom: 2.52 eV/A
energy above the lowest of the compared OMol25 structures with the same formula, charge and spin: 36.5 kJ/mol
lowest unoccupied orbital energy: 4.0 eV
total charge: -1

(8)
ORCA calculation (wB97M-V/def2-TZVPD) on one molecule with the formula CH2ClOP in a non-equilibrium geometry.

```
6
Properties=species:S:1:pos:R:3:forces:R:3
Cl 0.134 -1.496 1.871 0.006 -0.640 -0.326
P 0.692 0.072 0.574 2.759 -2.013 1.571
O 1.776 2.551 1.223 0.076 0.468 -0.482
C 1.329 1.951 0.356 0.413 1.300 0.148
H 0.915 -0.366 -0.734 0.212 -0.499 -0.238
H -0.532 0.354 0.333 -3.467 1.384 -0.673
```
Positions in Å, forces in eV/Å.

SMILES: O=C=[PH2]Cl
HOMO-LUMO gap: 8.8 eV
largest force on an atom: 3.79 eV/A
energy above the lowest of the compared OMol25 structures with the same formula, charge and spin: 110.2 kJ/mol
lowest unoccupied orbital energy: -0.1 eV

(9)
ORCA calculation (wB97M-V/def2-TZVPD) on CH2CrO4 as an isolated structure in a non-equilibrium geometry.

```
8
Properties=species:S:1:pos:R:3:forces:R:3
Cr 0.898 1.437 0.012 -3.869 -0.562 0.093
O -0.827 1.055 0.927 0.940 1.867 2.134
O -1.068 0.792 -1.167 -0.797 1.265 -0.596
O -1.453 -0.942 0.152 -1.366 1.240 0.634
O 1.391 -0.509 0.183 -2.648 -2.694 0.300
C -1.409 0.340 -0.005 5.676 -3.699 -2.318
H 0.405 -1.195 0.214 2.107 2.842 -0.174
H 2.063 -0.978 -0.317 -0.042 -0.259 -0.072
```
Positions in Å, forces in eV/Å.

HOMO-LUMO gap (spin up / spin down): 6.5 / 6.6 eV
<S²>: 6.091
largest force on an atom: 7.16 eV/A
spin multiplicity: 5
energy above the lowest of the compared OMol25 structures with the same formula, charge and spin: 229.1 kJ/mol
lowest unoccupied orbital energy (spin up / spin down): -1.8 / -1.8 eV

(10)
ORCA calculation (wB97M-V/def2-TZVPD) on CH2CuFO2 as an isolated structure in a non-equilibrium geometry.

```
7
Properties=species:S:1:pos:R:3:forces:R:3
Cu -0.393 -3.154 0.389 -0.061 0.292 -0.298
F -0.662 1.765 -0.721 -0.385 -0.047 0.459
O 0.405 0.011 -0.128 4.176 -0.565 1.008
O -0.293 -1.075 -0.690 -1.987 -2.125 -1.136
C -0.176 1.112 0.195 -1.595 1.792 -0.213
H -0.276 1.383 1.257 0.102 0.499 -0.083
H 1.394 -0.042 -0.302 -0.251 0.153 0.263
```
Positions in Å, forces in eV/Å.

HOMO-LUMO gap (spin up / spin down): 6.5 / 6.5 eV
largest force on an atom: 4.33 eV/A
energy above the lowest of the compared OMol25 structures with the same formula, charge and spin: 0.0 kJ/mol
lowest unoccupied orbital energy (spin up / spin down): -13.7 / -13.7 eV
total charge: +2

(11)
ORCA calculation (wB97M-V/def2-TZVPD) on a 2-piece molecular cluster, CH2F2N2 overall in a non-equilibrium geometry.

```
7
Properties=species:S:1:pos:R:3:forces:R:3
F 1.411 -1.493 0.137 0.449 -0.246 -0.166
F -2.485 -0.071 -0.466 -0.841 0.295 -1.323
N 0.617 1.233 -0.003 2.616 1.707 -0.904
N -1.380 0.026 0.272 -0.061 -2.079 2.199
C -0.330 0.522 -0.090 -0.848 1.050 -0.635
H 1.542 1.179 -0.458 -0.960 -0.554 0.588
H 0.625 -1.397 0.608 -0.355 -0.172 0.240
```
Positions in Å, forces in eV/Å.

SMILES: N=C=NF.F
HOMO-LUMO gap: 10.7 eV
largest force on an atom: 3.25 eV/A
energy above the lowest of the compared OMol25 structures with the same formula, charge and spin: 264.4 kJ/mol
lowest unoccupied orbital energy: 0.2 eV

(12)
ORCA calculation (wB97M-V/def2-TZVPD) on a 2-piece molecular cluster, CH2F2N2 overall in a non-equilibrium geometry.

```
7
Properties=species:S:1:pos:R:3:forces:R:3
F 0.056 3.079 -1.195 0.065 -0.226 -0.219
F -0.682 1.728 -2.677 0.387 0.102 0.326
N 0.384 1.920 -1.837 -0.578 -0.021 0.190
N 0.295 -0.822 0.165 -0.609 0.638 0.374
C -0.176 0.313 0.270 0.731 -1.168 -1.318
H -0.550 0.909 1.113 0.275 -0.378 0.001
H 0.559 -1.340 -0.699 -0.270 1.053 0.646
```
Positions in Å, forces in eV/Å.

HOMO-LUMO gap (spin up / spin down): 10.7 / 7.4 eV
largest force on an atom: 1.91 eV/A
energy above the lowest of the compared OMol25 structures with the same formula, charge and spin: 591.3 kJ/mol
lowest unoccupied orbital energy (spin up / spin down): 0.2 / -0.6 eV

(13)
ORCA calculation (wB97M-V/def2-TZVPD) on one molecule with the formula CH2F2O2 in a non-equilibrium geometry.

```
7
Properties=species:S:1:pos:R:3:forces:R:3
F 0.822 -0.855 1.779 1.087 -1.770 -0.063
F -1.199 0.835 -1.216 -0.637 0.490 -0.100
O 0.515 0.753 0.259 1.046 0.276 -0.519
O 0.277 0.378 1.555 -1.839 1.975 0.282
C -0.256 0.064 -0.690 1.764 -3.947 -0.206
H -0.686 -0.894 -0.134 0.587 2.012 -1.394
H 0.528 -0.282 -1.554 -2.009 0.964 2.000
```
Positions in Å, forces in eV/Å.

SMILES: FCOOF
HOMO-LUMO gap: 12.4 eV
largest force on an atom: 4.33 eV/A
energy above the lowest of the compared OMol25 structures with the same formula, charge and spin: 714.6 kJ/mol
lowest unoccupied orbital energy: 0.9 eV

(14)
ORCA calculation (wB97M-V/def2-TZVPD) on CH2F2O4S as an isolated structure in a non-equilibrium geometry.

```
10
Properties=species:S:1:pos:R:3:forces:R:3
S -0.858 -0.443 -0.381 2.218 1.726 -2.078
F 1.749 0.680 0.103 1.871 -1.256 1.452
F 1.097 1.097 -1.856 -0.347 -0.017 -0.813
O -0.131 -0.748 1.913 0.485 0.178 0.895
O -1.330 -0.402 1.170 1.007 -1.096 -0.133
O -2.005 -0.074 -1.186 1.040 -0.688 1.199
O -0.072 -1.651 -0.582 -1.214 0.830 0.160
C 0.771 1.117 -0.588 -2.174 -2.621 -0.654
H 0.498 2.047 -0.235 -1.367 2.046 0.493
H 0.281 -1.623 1.643 -1.519 0.899 -0.521
```
Positions in Å, forces in eV/Å.

HOMO-LUMO gap: 10.8 eV
largest force on an atom: 3.50 eV/A
energy above the lowest of the compared OMol25 structures with the same formula, charge and spin: 87.8 kJ/mol
lowest unoccupied orbital energy: 0.1 eV

(15)
ORCA calculation (wB97M-V/def2-TZVPD) on one molecule with the formula CH2F3NO in a non-equilibrium geometry.

```
8
Properties=species:S:1:pos:R:3:forces:R:3
F -1.679 -1.304 0.928 0.383 2.794 -2.576
F -1.906 -0.932 -1.280 0.937 1.270 0.438
F -3.625 0.803 0.090 0.535 -0.793 -0.173
O -2.211 0.911 0.092 0.679 -0.201 -0.383
N -0.108 0.146 -0.123 -1.433 -0.385 -2.873
C -1.457 -0.243 -0.233 -1.860 -2.902 3.926
H -0.033 0.725 0.685 0.284 0.495 0.564
H 0.055 0.673 -1.009 0.474 -0.278 1.077
```
Positions in Å, forces in eV/Å.

SMILES: NC(F)(F)OF
HOMO-LUMO gap: 12.4 eV
largest force on an atom: 5.22 eV/A
energy above the lowest of the compared OMol25 structures with the same formula, charge and spin: 223.8 kJ/mol
lowest unoccupied orbital energy: 0.2 eV

(16)
ORCA calculation (wB97M-V/def2-TZVPD) on one molecule with the formula CH2F3NO3S in a non-equilibrium geometry.

```
11
Properties=species:S:1:pos:R:3:forces:R:3
S 0.793 0.124 -0.061 1.716 0.136 -0.088
F -1.627 -0.829 0.062 0.212 0.265 0.164
F -1.358 1.065 1.101 -0.024 0.031 -0.132
F -0.569 -0.757 1.965 -0.041 0.309 -0.537
O 0.015 -0.376 -2.463 1.111 -0.024 -0.047
O 1.396 -1.188 -0.141 -0.794 1.561 0.090
O 1.464 1.285 0.500 -0.904 -1.446 -0.649
N 0.165 0.657 -1.541 0.577 0.206 0.519
C -0.795 -0.095 0.820 -0.388 -0.662 0.721
H 0.828 1.345 -1.915 -0.230 -0.204 0.139
H -0.919 -0.450 -2.557 -1.235 -0.172 -0.181
```
Positions in Å, forces in eV/Å.

SMILES: O=S(=O)(NO)C(F)(F)F
HOMO-LUMO gap: 12.0 eV
largest force on an atom: 1.82 eV/A
energy above the lowest of the compared OMol25 structures with the same formula, charge and spin: 0.0 kJ/mol
lowest unoccupied orbital energy: 0.5 eV

(17)
ORCA calculation (wB97M-V/def2-TZVPD) on CH2F3NO3STb as an isolated structure in a non-equilibrium geometry.

```
12
Properties=species:S:1:pos:R:3:forces:R:3
Tb -0.161 1.661 -2.141 -0.569 -2.836 1.628
S -0.492 -1.018 -0.652 -0.916 -1.305 -0.243
F -0.304 -1.830 1.861 -0.054 -0.018 0.095
F 1.107 -0.283 1.350 0.277 0.449 0.163
F 1.444 -2.310 0.688 0.100 -0.028 -0.028
O 0.651 -0.616 -1.595 -0.239 0.686 -0.403
O -0.067 2.613 0.005 -1.274 -1.994 1.072
O -1.014 -2.375 -0.957 0.899 2.235 0.324
N -1.411 0.146 -0.391 1.006 0.892 -0.882
C 0.503 -1.390 0.895 -0.496 -0.142 -0.560
H 0.283 3.481 0.218 -0.261 -0.163 1.173
H -0.540 1.922 0.720 1.526 2.225 -2.340
```
Positions in Å, forces in eV/Å.

HOMO-LUMO gap (spin up / spin down): 6.9 / 6.0 eV
<S²>: 15.782
largest force on an atom: 3.57 eV/A
spin multiplicity: 8
lowest unoccupied orbital energy (spin up / spin down): -1.0 / -1.9 eV

(18)
ORCA calculation (wB97M-V/def2-TZVPD) on CH2F4N2 as an isolated structure in a non-equilibrium geometry.

```
9
Properties=species:S:1:pos:R:3:forces:R:3
F -2.348 0.471 1.066 0.841 0.226 -0.989
F 1.659 -0.724 1.296 0.724 0.638 -2.770
F 1.597 1.118 0.024 1.172 -0.461 0.384
F 2.016 -0.748 -0.987 0.848 -0.691 0.599
N -1.676 0.360 -0.405 0.552 -3.771 1.898
N -0.564 -0.356 -0.416 2.266 3.043 -0.939
C 1.506 -0.191 0.044 -5.928 1.523 1.493
H -1.585 1.317 -0.564 0.749 2.062 -0.309
H -0.605 -1.246 -0.060 -1.224 -2.570 0.633
```
Positions in Å, forces in eV/Å.

HOMO-LUMO gap (spin up / spin down): 8.8 / 8.8 eV
largest force on an atom: 6.30 eV/A
energy above the lowest of the compared OMol25 structures with the same formula, charge and spin: 178.4 kJ/mol
lowest unoccupied orbital energy (spin up / spin down): -0.2 / -0.2 eV

(19)
ORCA calculation (wB97M-V/def2-TZVPD) on one molecule with the formula CH2F4N3P3 in a non-equilibrium geometry.

```
13
Properties=species:S:1:pos:R:3:forces:R:3
P -0.355 -1.503 -0.857 -1.455 -0.531 -0.013
P 1.954 -0.032 -2.016 -0.669 -0.752 1.974
P 0.674 1.139 0.572 -1.005 0.036 -0.658
F -0.887 -1.185 2.391 0.608 -1.477 -0.459
F -1.471 0.716 1.981 0.046 4.015 1.374
F -0.058 2.061 -0.538 -0.547 0.648 0.240
F -2.422 -0.731 0.940 -1.595 -1.913 -1.183
N 1.928 0.774 -0.446 -1.004 -2.840 -2.208
N 0.901 -1.178 -1.849 1.234 1.628 -1.319
N -0.354 -0.232 0.332 2.411 0.650 0.403
C -1.226 -0.381 1.352 -0.972 -0.740 1.770
H -1.367 -0.780 -1.569 0.208 -0.654 -0.438
H 2.681 1.332 -0.292 2.741 1.931 0.516
```
Positions in Å, forces in eV/Å.

SMILES: Fp1[nH]pn[pH]n1C(F)(F)F
HOMO-LUMO gap: 8.2 eV
largest force on an atom: 4.24 eV/A
energy above the lowest of the compared OMol25 structures with the same formula, charge and spin: 57.1 kJ/mol
lowest unoccupied orbital energy: -1.0 eV

(20)
ORCA calculation (wB97M-V/def2-TZVPD) on CH2FIO2S as an isolated structure in a non-equilibrium geometry.

```
8
Properties=species:S:1:pos:R:3:forces:R:3
I -2.925 -1.132 -1.653 0.763 0.238 0.169
S -0.400 -1.272 -1.785 0.435 0.369 2.362
F 1.901 -0.400 -0.157 -0.564 -0.621 -0.050
O -0.170 -2.670 -1.900 0.168 -0.632 0.397
O 0.089 -0.412 -2.793 0.112 1.072 -0.895
C 0.570 -0.308 0.032 -0.556 -1.848 0.839
H 0.317 0.701 -0.177 -0.846 0.783 -0.149
H 0.248 -0.743 1.094 0.489 0.639 -2.672
```
Positions in Å, forces in eV/Å.

HOMO-LUMO gap: 8.2 eV
largest force on an atom: 2.79 eV/A
energy above the lowest of the compared OMol25 structures with the same formula, charge and spin: 63.1 kJ/mol
lowest unoccupied orbital energy: -2.0 eV